a.
Formula: C2HF2N3
Source: the OMol25 dataset
Level of theory: the ωB97M-V functional and the def2-TZVPD basis

The HOMO energy (alpha / beta) comes out at -0.36580 / -0.36585 Eh. The value obtained for the LUMO energy (alpha / beta) is -0.9 / -0.9 eV. Its spin multiplicity is 1. Its gap between HOMO and LUMO (alpha / beta) is 9.037 / 9.040 eV.

Each line ends with the natural charge from an NBO analysis.
CARTESIAN COORDINATES (ANGSTROEM)
1 C 0.844 -0.455 0.690  0.405
2 C -1.060 1.958 0.216  0.646
3 N 0.685 -1.290 -0.178  -0.119
4 N -1.436 2.033 -0.864  -0.428
5 N 0.900 -1.790 -1.296  -0.314
6 F 0.677 -0.711 1.998  -0.306
7 F -0.635 1.922 1.378  -0.225
8 H 0.026 -1.666 -1.943  0.342

b.
Formula: C2HF2N3
Source: the OMol25 dataset
Level of theory: the ωB97M-V functional and the def2-TZVPD basis

The HOMO energy comes out at -0.39746 Eh. The value obtained for the LUMO energy is 0.8 eV. Its spin multiplicity is 1. Its gap between HOMO and LUMO is 11.586 eV.

Each line ends with the natural charge from an NBO analysis.
CARTESIAN COORDINATES (ANGSTROEM)
1 C -0.218 0.725 -0.395  -0.218
2 C -0.591 -0.522 -0.768  0.470
3 N -0.094 -1.494 0.051  -0.280
4 N 0.603 -0.997 0.979  -0.001
5 N 0.634 0.285 0.879  0.207
6 F -1.355 -0.868 -1.783  -0.280
7 F 1.301 1.118 1.695  -0.147
8 H -0.281 1.752 -0.658  0.250

Energy relative to the most stable one, in kJ/mol: a 102.6; b 0.0

a.
Formula: C5H7N3O2S
Source: the OMol25 dataset
Level of theory: the ωB97M-V functional and the def2-TZVPD basis

The HOMO energy comes out at -0.32373 Eh. The value obtained for the LUMO energy is 0.1 eV. Its spin multiplicity is 1. Its gap between HOMO and LUMO is 8.861 eV.

Each line ends with the natural charge from an NBO analysis.
CARTESIAN COORDINATES (ANGSTROEM)
1 C -3.730 -0.350 0.098  -0.196
2 C -1.499 -0.204 -0.119  0.846
3 C 0.725 -0.143 -0.067  0.035
4 C 2.126 0.427 -0.048  0.133
5 C 2.441 1.862 -0.005  -0.636
6 H -3.963 -0.751 1.087  0.198
7 H -3.861 -0.849 -0.630  0.150
8 H -4.667 0.486 0.006  0.160
9 H 3.069 -2.380 -0.272  0.374
10 H 3.324 1.892 0.454  0.226
11 H 1.638 2.297 0.615  0.242
12 H 2.499 2.104 -1.035  0.232
13 N -0.420 0.585 -0.014  -0.575
14 N 2.569 -1.710 0.105  -0.501
15 N 3.032 -0.489 0.034  -0.175
16 O -2.614 0.489 -0.101  -0.465
17 O -1.445 -1.418 -0.050  -0.660
18 S 0.775 -1.847 -0.059  0.612

b.
Formula: C5H7N3O2S
Source: the OMol25 dataset
Level of theory: the ωB97M-V functional and the def2-TZVPD basis

The HOMO energy comes out at -0.31979 Eh. The value obtained for the LUMO energy is -0.1 eV. Its spin multiplicity is 1. Its gap between HOMO and LUMO is 8.632 eV.

Each line ends with the natural charge from an NBO analysis.
CARTESIAN COORDINATES (ANGSTROEM)
1 C 1.659 0.785 3.247  -0.272
2 C 0.386 0.979 1.396  0.878
3 C 0.045 -0.150 -0.458  0.030
4 C 0.387 -0.865 -1.677  0.124
5 C 1.799 -1.140 -2.264  -0.625
6 H 2.272 -0.040 2.841  0.183
7 H 0.783 0.325 3.909  0.201
8 H 2.506 1.603 3.688  0.212
9 H -2.777 -0.567 -2.444  0.415
10 H 1.572 -1.558 -3.126  0.224
11 H 2.250 -1.687 -1.486  0.231
12 H 2.362 -0.238 -2.655  0.229
13 N 0.928 0.250 0.290  -0.570
14 N -1.818 -0.982 -1.792  -0.550
15 N -0.704 -1.267 -2.427  -0.179
16 O 1.238 1.616 2.224  -0.525
17 O -0.838 0.880 1.645  -0.619
18 S -1.666 -0.091 -0.352  0.614

Energy relative to the most stable one, in kJ/mol: a 0.0; b 64.6

a.
Formula: C59H50GeIrN6O5PS
Source: the OMol25 dataset
Level of theory: the ωB97M-V functional and the def2-TZVPD basis

The total charge is +1. The HOMO energy (alpha / beta) comes out at -0.36017 / -0.36032 Eh. The value obtained for the LUMO energy (alpha / beta) is -4.5 / -4.5 eV. Its expectation value of S² is 0.785. Its spin multiplicity is 2. Its gap between HOMO and LUMO (alpha / beta) is 5.303 / 5.258 eV.

Each line ends with the Mulliken spin population.
CARTESIAN COORDINATES (ANGSTROEM)
1 Ir 0.748 -0.086 -1.722  -0.025
2 N -6.161 3.498 -6.586  0.000
3 C -4.960 3.228 -5.988  0.000
4 C -4.716 3.620 -4.664  0.000
5 C -3.507 3.356 -4.061  0.000
6 C -2.520 2.669 -4.763  0.002
7 C -2.762 2.238 -6.064  0.000
8 C -3.967 2.517 -6.675  0.000
9 S -0.872 2.573 -4.143  -0.007
10 O -0.112 1.954 -5.223  0.011
11 O -0.440 3.880 -3.740  0.001
12 N -0.769 1.531 -2.878  0.004
13 C -0.924 2.089 -1.646  0.002
14 N -1.757 3.099 -1.385  0.001
15 C -1.727 3.617 -0.168  0.000
16 C -0.896 3.139 0.841  0.001
17 C -0.139 2.037 0.530  -0.001
18 N -0.155 1.519 -0.700  0.004
19 H -6.818 4.112 -6.143  0.000
20 H -6.269 3.346 -7.571  0.000
21 H -5.487 4.154 -4.121  0.000
22 H -3.304 3.678 -3.048  0.000
23 H -1.984 1.707 -6.592  0.000
24 H -4.144 2.201 -7.696  0.000
25 H -2.401 4.447 0.019  0.000
26 H -0.868 3.588 1.820  0.000
27 H 0.484 1.545 1.262  0.000
28 C 1.576 -5.248 1.449  0.001
29 C 2.271 -4.367 2.263  0.000
30 C 2.414 -3.036 1.897  0.003
31 C 1.845 -2.583 0.709  -0.008
32 C 1.155 -3.471 -0.116  0.002
33 C 1.018 -4.798 0.259  0.001
34 P 2.183 -0.908 0.092  0.005
35 C 2.767 0.087 1.462  0.004
36 C 3.865 0.939 1.325  -0.003
37 C 4.227 1.762 2.379  0.000
38 C 3.478 1.770 3.550  -0.001
39 C 2.364 0.948 3.673  0.000
40 C 2.001 0.114 2.630  0.000
41 C 3.618 -1.409 -0.916  0.000
42 C 4.896 -1.628 -0.467  0.002
43 C 5.867 -2.121 -1.349  0.001
44 C 5.546 -2.406 -2.663  -0.004
45 C 4.257 -2.184 -3.141  0.001
46 C 3.891 -2.436 -4.521  -0.022
47 C 2.716 -2.035 -4.998  0.036
48 C 1.757 -1.250 -4.150  0.050
49 C 1.973 -1.367 -2.687  -0.003
50 C 3.273 -1.673 -2.252  0.040
51 H 1.474 -6.287 1.736  0.000
52 H 2.711 -4.722 3.186  0.000
53 H 2.968 -2.361 2.535  0.000
54 H 0.721 -3.120 -1.043  0.000
55 H 0.478 -5.487 -0.378  0.000
56 H 4.435 0.948 0.404  0.002
57 H 5.101 2.395 2.289  0.000
58 H 3.761 2.423 4.365  0.000
59 H 1.780 0.953 4.585  0.000
60 H 1.124 -0.519 2.717  0.000
61 H 5.160 -1.433 0.565  0.000
62 H 6.873 -2.301 -0.992  0.000
63 H 6.297 -2.793 -3.341  0.000
64 H 4.606 -2.947 -5.156  -0.002
65 H 2.435 -2.227 -6.026  0.004
66 H 0.737 -1.508 -4.429  -0.019
67 O -0.557 -0.715 1.207  0.002
68 C -1.070 -1.381 0.294  0.000
69 O -0.763 -1.264 -0.948  -0.006
70 C -2.099 -2.445 0.626  -0.001
71 C -2.933 -2.093 1.859  0.000
72 Ge -2.055 -0.887 3.165  0.001
73 C -0.581 -1.297 4.407  0.000
74 C -0.552 -0.586 5.608  0.000
75 C 0.425 -0.843 6.559  0.000
76 C 1.386 -1.821 6.323  0.000
77 C 1.356 -2.543 5.140  0.000
78 C 0.370 -2.289 4.191  0.000
79 C -3.447 -1.296 4.646  0.000
80 C -4.396 -0.397 5.126  0.001
81 C -5.266 -0.772 6.150  0.000
82 C -5.188 -2.040 6.704  0.000
83 C -4.236 -2.939 6.240  0.000
84 C -3.371 -2.568 5.218  0.000
85 C -2.378 1.046 3.044  0.000
86 C -1.473 1.949 3.601  0.000
87 C -1.806 3.291 3.750  0.000
88 C -3.044 3.752 3.326  0.000
89 C -3.936 2.872 2.724  0.000
90 C -3.606 1.529 2.593  0.000
91 H -1.513 -3.354 0.788  0.000
92 H -2.717 -2.604 -0.258  0.000
93 H -3.249 -2.984 2.397  0.000
94 H -3.839 -1.560 1.563  0.000
95 H -1.311 0.163 5.804  0.000
96 H 0.433 -0.285 7.488  0.000
97 H 2.145 -2.027 7.067  0.000
98 H 2.104 -3.306 4.957  0.000
99 H 0.343 -2.860 3.271  0.000
100 H -4.470 0.604 4.719  0.000
101 H -6.000 -0.061 6.514  0.000
102 H -5.860 -2.326 7.503  0.000
103 H -4.157 -3.927 6.679  0.000
104 H -2.622 -3.279 4.876  0.000
105 H -0.501 1.596 3.932  0.000
106 H -1.105 3.972 4.220  0.000
107 H -3.321 4.788 3.476  0.000
108 H -4.901 3.228 2.383  0.000
109 H -4.325 0.844 2.156  0.000
110 N 1.535 0.347 -7.169  0.010
111 C 2.819 0.377 -6.711  -0.022
112 O 3.786 0.056 -7.367  0.028
113 C 2.939 0.821 -5.283  0.183
114 C 3.855 1.768 -4.944  -0.004
115 C 3.838 2.333 -3.660  0.339
116 C 2.907 1.871 -2.714  -0.024
117 N 2.059 0.915 -2.955  0.292
118 C 1.937 0.335 -4.298  0.000
119 H 1.416 0.164 -8.153  -0.001
120 H 0.841 0.943 -6.730  0.001
121 H 4.570 2.107 -5.683  0.012
122 H 4.530 3.117 -3.388  0.008
123 H 2.892 2.283 -1.710  0.012
124 H 0.969 0.704 -4.662  0.089

b.
Formula: C59H50GeIrN6O5PS
Source: the OMol25 dataset
Level of theory: the ωB97M-V functional and the def2-TZVPD basis

The total charge is +1. The HOMO energy (alpha / beta) comes out at -0.37577 / -0.37617 Eh. The value obtained for the LUMO energy (alpha / beta) is -2.4 / -4.2 eV. Its expectation value of S² is 0.789. Its spin multiplicity is 2. Its gap between HOMO and LUMO (alpha / beta) is 7.801 / 6.050 eV.

Each line ends with the Mulliken spin population.
CARTESIAN COORDINATES (ANGSTROEM)
1 Ir -1.361 -0.345 1.099  0.065
2 N 0.505 -3.251 8.262  0.000
3 C 0.782 -2.972 6.943  0.000
4 C 0.963 -4.008 6.018  0.000
5 C 1.201 -3.730 4.687  0.000
6 C 1.259 -2.410 4.258  0.001
7 C 1.090 -1.369 5.165  0.000
8 C 0.849 -1.646 6.496  0.000
9 S 1.502 -2.046 2.561  0.001
10 O 2.112 -0.752 2.450  -0.001
11 O 2.118 -3.176 1.928  0.001
12 N -0.018 -1.847 1.969  0.004
13 C -0.817 -2.901 1.663  0.004
14 N -0.624 -4.171 1.997  -0.001
15 C -1.561 -5.025 1.596  0.001
16 C -2.698 -4.652 0.890  -0.003
17 C -2.842 -3.303 0.623  0.001
18 N -1.914 -2.439 1.004  -0.005
19 H 0.717 -4.176 8.595  0.000
20 H 0.664 -2.521 8.935  0.000
21 H 0.924 -5.037 6.356  0.000
22 H 1.342 -4.526 3.970  0.000
23 H 1.170 -0.343 4.829  0.000
24 H 0.733 -0.835 7.205  0.000
25 H -1.399 -6.063 1.864  0.000
26 H -3.438 -5.374 0.583  0.000
27 H -3.705 -2.898 0.106  0.004
28 C -7.362 0.454 -0.266  -0.001
29 C -6.653 -0.024 0.826  0.001
30 C -5.266 0.022 0.828  -0.002
31 C -4.579 0.549 -0.261  -0.001
32 C -5.299 1.010 -1.367  -0.001
33 C -6.683 0.965 -1.366  0.000
34 P -2.781 0.681 -0.278  0.008
35 C -2.249 -0.074 -1.816  0.269
36 C -2.949 -1.001 -2.527  -0.082
37 C -2.327 -1.759 -3.541  0.335
38 C -0.973 -1.531 -3.872  -0.107
39 C -0.231 -0.639 -3.169  0.090
40 C -0.775 0.046 -1.974  0.020
41 C -2.285 2.415 -0.246  0.014
42 C -2.885 3.449 -0.920  -0.013
43 C -2.395 4.758 -0.762  0.003
44 C -1.345 4.999 0.085  0.000
45 C -0.733 3.958 0.820  -0.001
46 C 0.305 4.197 1.753  0.001
47 C 0.804 3.162 2.488  0.000
48 C 0.323 1.843 2.316  0.001
49 C -0.643 1.540 1.392  0.004
50 C -1.200 2.631 0.646  0.004
51 H -8.443 0.420 -0.266  0.000
52 H -7.176 -0.435 1.679  0.000
53 H -4.726 -0.379 1.676  0.001
54 H -4.777 1.396 -2.235  0.006
55 H -7.232 1.327 -2.225  0.000
56 H -4.003 -1.154 -2.332  0.003
57 H -2.905 -2.491 -4.087  0.006
58 H -0.528 -2.050 -4.712  0.001
59 H 0.783 -0.418 -3.469  0.219
60 H -0.417 1.076 -1.883  0.072
61 H -3.735 3.269 -1.566  -0.001
62 H -2.858 5.573 -1.302  0.000
63 H -0.976 6.010 0.217  0.000
64 H 0.679 5.206 1.882  0.000
65 H 1.592 3.341 3.209  0.000
66 H 0.780 1.051 2.893  -0.002
67 O 1.536 0.782 -0.305  -0.005
68 C 1.216 -0.309 -0.617  0.033
69 O -0.202 -0.631 -0.708  0.057
70 C 2.077 -1.464 -0.996  0.020
71 C 3.504 -1.039 -1.339  -0.001
72 Ge 3.765 0.019 -2.990  -0.012
73 C 3.079 -1.045 -4.488  0.002
74 C 2.929 -0.488 -5.760  -0.001
75 C 2.468 -1.249 -6.825  0.001
76 C 2.158 -2.589 -6.640  0.000
77 C 2.321 -3.167 -5.389  0.000
78 C 2.777 -2.398 -4.325  0.002
79 C 5.678 0.295 -3.220  0.000
80 C 6.238 1.565 -3.325  0.000
81 C 7.607 1.723 -3.502  0.000
82 C 8.430 0.609 -3.576  0.000
83 C 7.884 -0.663 -3.477  0.000
84 C 6.517 -0.817 -3.302  0.000
85 C 2.833 1.739 -2.897  -0.002
86 C 1.775 2.078 -3.739  0.021
87 C 1.080 3.272 -3.573  0.000
88 C 1.445 4.151 -2.565  0.001
89 C 2.511 3.838 -1.731  0.000
90 C 3.194 2.644 -1.896  -0.002
91 H 1.581 -2.011 -1.800  -0.028
92 H 2.068 -2.141 -0.132  0.011
93 H 4.124 -1.933 -1.443  0.000
94 H 3.926 -0.478 -0.503  0.000
95 H 3.190 0.551 -5.930  0.000
96 H 2.361 -0.797 -7.804  0.000
97 H 1.808 -3.186 -7.473  0.000
98 H 2.104 -4.217 -5.243  0.000
99 H 2.909 -2.873 -3.359  0.001
100 H 5.606 2.444 -3.277  0.000
101 H 8.029 2.716 -3.585  0.000
102 H 9.497 0.731 -3.715  0.000
103 H 8.523 -1.535 -3.540  0.000
104 H 6.104 -1.819 -3.238  0.000
105 H 1.478 1.410 -4.539  -0.011
106 H 0.261 3.517 -4.238  0.000
107 H 0.907 5.081 -2.435  0.000
108 H 2.802 4.520 -0.942  0.000
109 H 4.002 2.403 -1.214  0.000
110 N -4.042 3.753 3.622  0.000
111 C -4.391 2.720 4.434  0.002
112 O -5.313 2.758 5.218  0.000
113 C -3.578 1.464 4.279  -0.006
114 C -3.431 0.601 5.360  0.000
115 C -2.673 -0.540 5.188  -0.002
116 C -2.124 -0.813 3.947  0.001
117 N -2.307 -0.007 2.893  -0.008
118 C -3.005 1.125 3.074  0.006
119 H -4.533 4.621 3.761  0.000
120 H -3.132 3.797 3.192  0.000
121 H -3.904 0.846 6.302  0.000
122 H -2.489 -1.233 5.998  0.000
123 H -1.518 -1.692 3.786  0.001
124 H -3.092 1.786 2.223  0.002

Energy relative to the most stable one, in kJ/mol: a 260.8; b 0.0